1.
ORCA calculation (ωB97M-V/def2-TZVPD) on CH4BrOSr as an isolated structure in a non-equilibrium geometry.

Calculated values
Relative energy (zero: lowest compared OMol25 entry of this formula, charge and spin) in kJ/mol: 147.8
Frontier orbital gap in eV: 6.32
Net charge: +1

Structure (XYZ):
```
8
Properties=species:S:1:pos:R:3:forces:R:3
Sr 0.705400 -4.001444 -1.607338 0.52 -4.35 -1.93
Br 0.450280 -1.842044 -0.672098 -0.44 0.83 1.88
O 0.358040 0.827606 -0.553388 0.36 1.19 0.96
C -0.321040 1.165056 0.688782 -0.60 0.92 -1.97
H -1.297050 1.458926 0.302582 -0.41 0.07 0.67
H -0.473730 0.427616 1.476802 0.58 -0.38 -0.24
H 0.135790 2.082316 1.060332 0.19 -0.32 0.26
H 0.442310 -0.118034 -0.695678 -0.19 2.04 0.37
```
Positions in Å, forces in eV/Å.

2.
ORCA calculation (ωB97M-V/def2-TZVPD) on C33H39AsN2Tl as an isolated structure.

Calculated values
Relative energy (zero: lowest compared OMol25 entry of this formula, charge and spin) in kJ/mol: 11.2
Frontier orbital gap (spin up / spin down) in eV: 5.91 / 5.87
Net charge: +1

Structure (XYZ):
```
76
Properties=species:S:1:pos:R:3:forces:R:3
Tl -0.414828 -2.970294 0.098083 -0.17 -0.07 0.13
As -0.334557 0.146789 -0.265505 0.14 -0.01 -0.02
N -1.765050 -2.218902 4.228896 0.00 0.00 0.00
N 0.706971 -1.222960 -1.071340 -0.06 -0.03 -0.18
C -1.273506 -0.893811 -3.460006 0.01 -0.01 -0.01
C 1.066744 -3.252230 4.349328 -0.04 -0.01 -0.02
C 2.038306 -0.010933 -2.715662 0.06 0.02 -0.03
C -5.582768 1.591805 -3.323404 -0.01 0.01 0.00
C 1.905277 1.599699 0.668503 -0.05 0.03 -0.04
C -2.184508 0.006881 -2.669116 0.02 -0.01 0.00
C 3.013003 -3.198634 2.931042 -0.02 0.00 -0.01
C 3.653653 4.944502 0.186405 -0.01 0.00 -0.01
C 0.216399 -3.274243 3.239925 -0.06 0.00 -0.01
C -1.276166 -3.341430 3.459056 -0.01 -0.03 0.00
C 2.796140 2.658746 0.800549 0.00 0.01 0.02
C 0.876325 1.682643 -0.285921 -0.02 0.01 0.02
C 3.865824 -1.190312 -3.741833 0.01 -0.01 -0.01
C -3.982668 1.700815 -1.379703 0.02 -0.01 0.00
C 2.193783 -3.199722 1.810746 0.00 0.02 -0.02
C -4.298159 1.220935 -2.640644 0.02 -0.02 0.00
C -1.666997 -0.986427 3.473900 0.02 0.01 0.00
C -2.792771 1.362129 -0.745716 -0.03 0.02 0.00
C 2.441475 -3.217324 4.197440 0.02 0.00 0.00
C -3.387201 0.373166 -3.259249 -0.03 -0.01 0.02
C -2.511694 1.952772 0.614241 0.01 0.00 -0.01
C 0.822600 -3.227400 2.001838 0.17 -0.01 0.01
C -3.127388 -2.444385 4.682907 -0.01 -0.02 0.01
C 2.130726 0.387802 1.534051 -0.01 -0.07 0.01
C -0.257114 3.007182 -2.191832 -0.04 -0.03 -0.03
C 3.101627 -0.032781 -3.585180 -0.06 0.03 0.03
C 3.551517 -2.347147 -3.022874 -0.01 -0.01 0.01
C 2.494672 -2.341236 -2.150285 0.00 -0.07 0.02
C 2.696249 3.799641 0.023370 0.01 0.01 0.01
C 1.705408 -1.168224 -1.952463 0.03 0.14 0.08
C 0.766750 2.825474 -1.101578 0.03 0.02 0.03
C 1.679665 3.856716 -0.921639 0.00 -0.03 -0.01
C -1.878151 0.523286 -1.401918 0.01 0.03 0.01
H -1.808432 -1.304688 -4.314187 0.01 0.01 -0.01
H -3.449893 -1.607233 5.300085 0.01 0.01 0.00
H -3.347499 2.569523 0.938626 0.00 0.00 0.01
H -0.632117 -0.793272 3.186911 -0.01 -0.02 0.01
H 3.586576 2.587251 1.538169 0.02 -0.01 0.01
H -3.837149 -2.547558 3.846586 0.00 0.00 -0.02
H -3.173038 -3.350395 5.286080 0.00 -0.01 0.00
H 4.087900 -3.175300 2.811314 0.01 0.00 0.00
H 2.581126 -0.425326 0.959070 0.00 -0.01 -0.01
H 4.698735 -1.194868 -4.430933 0.02 -0.01 -0.01
H 0.037529 3.836984 -2.831970 -0.01 0.00 0.00
H 3.075837 -3.210033 5.073179 0.01 0.00 0.01
H 3.124340 5.849245 0.486987 -0.01 0.02 0.00
H 3.344430 0.852732 -4.156435 0.00 0.01 -0.01
H 4.162018 5.162225 -0.753389 0.01 0.01 -0.01
H -6.175819 0.703471 -3.542819 -0.01 -0.01 0.00
H 2.632841 -3.160043 0.820751 0.02 0.00 0.00
H 1.596684 4.735650 -1.550755 0.00 0.02 -0.01
H -6.182532 2.256613 -2.705159 -0.01 0.01 0.01
H 2.239027 -3.235371 -1.591567 0.00 0.02 -0.02
H 4.407669 4.726746 0.939834 0.02 0.00 0.01
H -0.898069 -1.729723 -2.871869 -0.01 0.01 -0.02
H -4.677257 2.358521 -0.870656 -0.01 0.01 0.01
H -1.509380 -4.259322 4.003571 0.00 0.01 -0.01
H -2.276521 -1.023882 2.551265 -0.02 0.03 0.00
H 1.207637 -0.002501 1.967237 0.02 0.03 0.01
H 1.445142 0.883633 -2.603743 0.01 -0.03 0.01
H 0.618944 -3.258111 5.335454 0.01 0.00 0.01
H 4.139229 -3.244262 -3.158079 0.01 -0.01 0.00
H -1.248136 3.230802 -1.794295 0.00 -0.01 0.00
H -0.410382 -0.347385 -3.847779 0.02 -0.02 0.03
H -2.010552 -0.151908 4.083905 -0.02 0.01 -0.02
H -5.385698 2.094170 -4.270911 0.00 0.01 -0.02
H 2.809953 0.625664 2.350961 0.00 -0.01 0.00
H -2.358600 1.177653 1.369767 0.01 0.00 0.01
H -1.620419 2.587385 0.608011 -0.01 -0.01 0.01
H -3.621083 -0.021382 -4.241593 0.00 -0.01 -0.02
H -1.795343 -3.419036 2.481222 0.00 0.00 0.03
H -0.367298 2.120718 -2.817251 0.00 0.01 0.00
```
Positions in Å, forces in eV/Å.

3.
ORCA calculation (ωB97M-V/def2-TZVPD) on a 2-piece molecular cluster, C4H5NO5 overall in a non-equilibrium geometry.

Calculated values
Relative energy (zero: lowest compared OMol25 entry of this formula, charge and spin) in kJ/mol: 300.8
SMILES: CC(=O)C[N+](=O)[O-].O=C=O
Frontier orbital gap in eV: 10.30

Structure (XYZ):
```
15
Properties=species:S:1:pos:R:3:forces:R:3
O 1.000433 -1.321500 1.074912 -1.47 1.20 -1.34
O -5.124850 1.493629 -0.543164 -2.95 2.98 -4.39
O -2.200064 -0.601942 -1.490677 -0.81 0.19 -0.76
O -2.568109 -2.454149 -0.435734 -0.54 -0.41 -0.31
O -4.060783 0.455536 1.132145 1.65 -1.45 2.95
N -2.126246 -1.340860 -0.535965 1.04 0.25 0.07
C 0.426274 0.229331 -0.771439 3.09 -1.93 1.93
C -4.616030 1.023339 0.323395 1.23 -1.51 1.38
C -1.323468 -0.855754 0.586319 1.25 -0.64 1.01
C 0.196618 -0.737424 0.361344 0.11 -0.37 -0.25
H 1.495537 0.349190 -0.796412 0.52 -0.04 -0.87
H -1.623716 0.145041 0.856069 -0.53 -0.05 0.33
H -0.054853 -0.145297 -1.616041 -0.42 -0.26 -1.60
H -1.363561 -1.634253 1.298523 -0.79 -0.28 1.34
H 0.067083 1.141733 -0.475287 -1.38 2.32 0.50
```
Positions in Å, forces in eV/Å.

4.
ORCA calculation (ωB97M-V/def2-TZVPD) on C46H46CdFN3O3P2S2 as an isolated structure.

Calculated values
Relative energy (zero: lowest compared OMol25 entry of this formula, charge and spin) in kJ/mol: 0.0
Frontier orbital gap in eV: 2.83

Structure (XYZ):
```
104
Properties=species:S:1:pos:R:3:forces:R:3
Cd 2.985148 3.169139 -0.783735 -0.08 0.51 0.10
S 5.144649 2.351923 -1.462764 0.08 0.13 -0.03
S 3.285304 5.328743 -1.966512 0.32 -0.31 0.16
P 2.477311 -0.437555 -0.723423 -0.26 0.14 0.09
P 2.898929 -3.843739 -0.751846 -0.01 -0.03 -0.06
F -3.705883 2.816949 -3.049078 -0.05 0.03 -0.12
O 2.514373 3.168298 1.421762 -0.05 -0.01 -0.04
O 1.542710 2.753859 3.392406 0.01 0.02 0.06
O 0.690848 2.821396 -0.840778 0.13 -0.04 -0.07
N -5.456927 1.401468 -1.336642 -0.01 0.05 0.09
N -7.459117 -0.031614 -1.323466 0.06 0.02 0.06
N -1.839495 1.237962 1.874972 -0.01 0.19 -0.01
C -7.655689 1.133198 -0.386981 -0.05 -0.11 -0.07
C -0.426648 -0.949633 -0.762334 0.04 -0.05 0.05
C -6.521264 2.134440 -0.674265 -0.01 0.07 0.01
C -5.801305 1.114739 -2.717691 0.05 -0.05 -0.07
C -1.624330 -0.994325 -1.462307 -0.02 -0.01 0.00
C -2.340043 1.626395 0.648749 -0.05 -0.07 -0.10
C -7.196803 0.459456 -2.716955 -0.09 -0.02 0.09
C 2.687314 -0.286953 3.888983 -0.02 -0.04 0.01
C -0.615393 1.699178 2.257653 0.01 -0.04 0.14
C 1.758611 -1.152407 3.322483 0.05 0.01 0.06
C -2.881768 -0.983343 2.429519 -0.01 0.05 0.05
C 4.642342 -4.177676 3.511939 0.02 0.00 0.02
C 5.746181 6.420248 -2.353438 0.08 0.09 -0.05
C 0.269857 2.354514 1.469486 0.01 -0.15 0.17
C 5.782648 3.988733 -1.828580 -0.35 0.04 -0.08
C -1.943817 2.657952 -1.501444 -0.06 0.00 0.00
C 3.280450 -5.037747 1.727974 -0.05 -0.03 0.01
C 3.529895 -3.899815 0.957970 0.01 0.02 0.01
C 1.631050 -1.229246 1.946787 -0.04 -0.08 -0.10
C -1.483458 2.277183 -0.246047 0.08 -0.10 0.00
C -3.652368 1.343223 0.259889 0.09 -0.02 -0.02
C 1.081347 -4.086505 -0.598701 0.00 0.00 0.04
C -0.958360 -4.545818 -1.824936 -0.04 0.07 -0.02
C -1.683250 -0.584397 -2.783927 -0.07 0.00 -0.03
C -3.243606 2.407955 -1.845058 -0.01 -0.04 0.13
C -2.636699 0.461162 2.782269 0.05 -0.19 0.03
C 3.112457 -2.092341 -1.313609 0.08 -0.01 -0.02
C 3.363546 0.403628 1.690946 0.08 -0.01 -0.06
C -4.109545 1.730834 -0.987178 -0.02 -0.08 -0.01
C -0.059165 2.507258 0.087100 -0.12 0.16 -0.29
C -1.663145 -4.660663 -0.634349 -0.05 0.01 0.00
C 0.398007 -4.271394 -1.802809 0.04 0.05 -0.03
C 7.295232 3.993353 -1.910794 0.13 0.05 -0.01
C 0.363388 -4.219136 0.587718 0.03 0.02 0.01
C 5.062679 5.115223 -2.033298 -0.05 -0.28 -0.02
C 2.422777 -0.444094 1.104067 0.04 -0.19 0.06
C 0.744986 -0.505501 -1.370690 0.05 -0.05 -0.04
C 1.563847 2.799998 2.162289 -0.02 0.15 -0.06
C 4.392470 -2.934411 1.469517 0.01 0.02 0.01
C 3.817577 -5.169309 2.998453 0.00 0.00 0.01
C 3.492340 0.483714 3.071283 0.04 -0.01 0.02
C -1.943788 -0.623619 3.545145 0.00 0.02 -0.05
C -0.537808 -0.098916 -3.396646 0.02 0.01 -0.04
C 4.938856 -3.067103 2.737553 0.00 -0.01 -0.01
C 0.653492 -0.051814 -2.690656 0.06 0.03 -0.03
C -0.997062 -4.498829 0.571375 0.00 -0.02 0.01
H -7.995079 1.167178 -2.934832 0.03 0.00 -0.06
H -2.431669 -1.336000 1.510184 -0.03 -0.02 -0.01
H -3.843280 -1.412829 2.678867 0.00 0.00 -0.01
H -1.530945 -4.606902 1.508726 0.00 0.01 -0.01
H -6.612962 -0.514397 -1.009160 0.03 0.00 -0.01
H -7.274124 -0.382205 -3.400632 0.04 0.02 -0.02
H -2.615844 -0.634784 -3.336995 0.01 -0.01 0.01
H 4.199712 1.180651 3.499234 -0.01 0.01 -0.01
H 4.198450 -1.973390 -1.389188 0.01 0.01 0.05
H 0.943339 -4.214047 -2.739147 0.01 0.01 0.01
H -2.252903 -0.793455 4.565981 -0.02 0.01 0.00
H 0.940197 -1.949422 1.536272 -0.03 0.00 -0.08
H 0.870827 -4.117350 1.537580 0.02 0.01 0.02
H 3.998836 1.022431 1.064996 -0.02 -0.03 0.01
H 2.774890 -0.209652 4.964866 0.00 0.00 0.01
H -2.721320 -4.896355 -0.645887 0.02 0.01 0.00
H 5.063301 -4.277953 4.504112 0.00 0.00 0.00
H 3.599995 -6.053996 3.583884 0.00 0.00 0.00
H -6.156064 2.552276 0.260334 0.00 -0.01 -0.01
H 1.149123 -1.786081 3.958207 0.01 -0.01 -0.01
H 7.689698 3.010659 -1.660989 -0.01 -0.01 0.00
H 7.655007 4.246433 -2.912638 -0.02 0.00 0.00
H 5.590018 -2.290728 3.117272 0.00 0.00 0.01
H -1.266196 3.148522 -2.188496 0.02 0.00 0.02
H 5.235772 6.915894 -3.181853 -0.01 -0.02 -0.01
H -1.461780 -4.677285 -2.774817 -0.01 -0.01 0.01
H -7.615614 0.731254 0.623701 0.01 0.03 0.01
H 5.689702 7.104481 -1.501580 0.00 -0.02 0.02
H 4.641530 -2.057322 0.891151 -0.01 0.05 -0.03
H -6.885553 2.968012 -1.289058 -0.02 -0.01 0.01
H -0.326613 1.513242 3.284343 0.00 0.00 0.00
H -0.885624 -0.750439 3.357216 -0.03 0.01 0.02
H 2.796760 -2.108385 -2.363369 -0.01 -0.01 0.02
H 6.794190 6.299107 -2.626571 -0.02 0.00 0.02
H -3.430532 1.004749 3.284126 0.01 0.03 -0.02
H -8.244349 -0.676966 -1.285489 -0.05 0.01 -0.01
H 2.661504 -5.834977 1.330933 -0.02 0.02 -0.01
H 1.537067 0.361000 -3.166616 0.01 -0.02 0.00
H -2.510778 -1.374476 -0.968631 -0.05 -0.01 0.02
H -0.421576 -1.290202 0.260981 0.07 -0.03 0.10
H -5.836083 1.998584 -3.359376 0.00 0.02 0.00
H 7.736847 4.709360 -1.212388 -0.01 0.00 -0.01
H -0.566211 0.250917 -4.421254 -0.02 0.00 0.01
H -5.058108 0.432152 -3.128859 0.02 0.01 0.01
H -8.649799 1.532605 -0.579277 0.02 0.04 0.03
H -4.307609 0.785861 0.916786 -0.01 0.00 -0.02
```
Positions in Å, forces in eV/Å.

5.
ORCA calculation (ωB97M-V/def2-TZVPD) on C3H5FOS2 as an isolated structure in a non-equilibrium geometry.

Calculated values
Relative energy (zero: lowest compared OMol25 entry of this formula, charge and spin) in kJ/mol: 317.6
Frontier orbital gap in eV: 8.26

Structure (XYZ):
```
12
Properties=species:S:1:pos:R:3:forces:R:3
S 0.021822 1.342451 1.764140 -0.51 -2.52 -1.96
S 0.022930 -1.646643 0.973891 -2.92 1.06 -2.83
F -0.675514 1.688279 -0.936378 -0.95 3.58 -0.95
O 0.321980 -1.265134 -2.243617 5.84 0.12 0.50
C 0.812971 0.011262 -1.555630 2.53 -2.31 0.00
C -0.453776 0.420003 -0.868287 -1.01 -2.48 1.56
C -0.229927 0.097678 0.625132 0.91 1.20 2.55
H -0.893981 -1.846438 -0.278488 2.16 -0.41 2.67
H 1.410864 0.731911 -2.367052 -1.98 -1.68 2.46
H 1.288129 -1.753177 -2.378368 -3.96 1.43 0.22
H 1.592348 -0.314752 -0.421318 -1.62 0.98 -4.25
H -1.385210 -0.197559 -1.194236 1.50 1.02 0.03
```
Positions in Å, forces in eV/Å.